Formula: C14H10F6N6O5S2Sc
Source: the OMol25 dataset
Level of theory: wB97M-V/def2-TZVPD

```
44
C14H10F6N6O5S2Sc | the OMol25 dataset | wB97M-V/def2-TZVPD
Sc -0.582 0.112 0.056
C -0.143 3.962 2.119
C 0.387 2.928 1.191
O -0.344 1.972 0.830
N 1.625 3.012 0.731
C 2.178 2.061 -0.233
C 2.551 0.727 0.373
C 3.854 0.455 0.740
C 4.167 -0.786 1.279
C 3.165 -1.728 1.426
C 1.884 -1.391 1.031
N 1.576 -0.190 0.522
H -1.016 4.419 1.652
H 0.587 4.730 2.362
H -0.477 3.468 3.031
H 2.194 3.787 1.034
H 3.064 2.522 -0.664
H 1.464 1.936 -1.052
H 4.620 1.205 0.593
H 5.184 -1.014 1.568
H 3.358 -2.711 1.831
H 1.076 -2.108 1.118
F -3.078 -1.802 -1.190
C -2.407 -2.732 -1.886
F -2.035 -3.704 -1.074
F -3.158 -3.193 -2.858
S -0.903 -1.901 -2.570
O -0.272 -1.406 -1.316
O -0.143 -2.823 -3.319
N -1.448 -0.721 -3.431
S -2.016 0.641 -2.925
O -3.403 0.849 -3.096
O -1.483 1.006 -1.576
C -1.110 1.821 -4.015
F -1.384 1.557 -5.273
F -1.485 3.052 -3.705
F 0.200 1.695 -3.796
N -1.404 -0.943 1.573
C -1.901 -1.793 2.225
C -2.379 -2.824 2.950
C -3.522 -2.658 3.779
N -4.437 -2.498 4.455
C -1.639 -4.034 2.828
N -0.965 -4.956 2.684
```

Calculated values
- Gap between HOMO and LUMO: 0.268 hartree
- 2S+1: 1
- Highest occupied orbital energy: -11.38 eV
- Energy: -3400.43643 Ha
- Net charge: +1
- Relative energy (zero: lowest compared OMol25 entry of this formula, charge and spin): 0.100 eV


Formula: C10H8N2O2S
Source: the OMol25 dataset
Level of theory: wB97M-V/def2-TZVPD

```
23
C10H8N2O2S | the OMol25 dataset | wB97M-V/def2-TZVPD
O 0.123 -0.319 -2.242
O -3.805 2.910 -1.284
S -1.880 -0.290 1.719
C -0.116 -0.179 -1.058
C -3.054 1.955 -1.063
C -1.989 0.573 0.330
C 3.058 -1.546 1.609
C 2.402 -0.308 1.849
C 2.640 -2.344 0.540
C 1.294 0.068 1.038
C 1.591 -1.906 -0.305
C 0.916 -0.676 -0.072
N -3.075 1.363 0.177
N -1.206 0.619 -0.805
C -1.840 1.507 -1.824
H 3.945 -1.877 2.189
H 2.656 0.293 2.678
H 3.204 -3.230 0.319
H 0.820 1.008 1.265
H 1.342 -2.495 -1.195
H -3.757 1.538 0.885
H -2.074 0.963 -2.730
H -1.195 2.372 -2.019
```

Calculated values
- Gap between HOMO and LUMO: 0.316 hartree
- SMILES: O=C1CN(C(=O)c2ccccc2)C(=S)N1
- 2S+1: 1
- Highest occupied orbital energy: -8.81 eV
- Energy: -1044.06507 Ha
- Relative energy (zero: lowest compared OMol25 entry of this formula, charge and spin): 0.000 eV


Formula: C6H14N2O2
Source: the OMol25 dataset
Level of theory: wB97M-V/def2-TZVPD

```
24
C6H14N2O2 | the OMol25 dataset | wB97M-V/def2-TZVPD
C -1.756 -1.972 2.073
C 1.635 -2.130 0.494
C 0.539 -2.556 1.434
O 0.594 -3.332 2.359
N -0.701 -1.989 1.082
H -0.608 -1.212 0.439
H -1.723 -2.836 2.735
H 1.184 -1.905 -0.463
H -1.712 -1.144 2.778
H -2.700 -2.006 1.536
H 2.017 -1.198 0.927
H 2.440 -2.855 0.500
C -0.756 0.954 -2.637
C 0.732 3.255 -0.012
C -0.008 1.405 -1.405
O 0.387 0.645 -0.549
N 0.205 2.783 -1.319
H -0.850 -0.124 -2.559
H 0.661 3.238 -2.082
H 1.818 3.204 0.020
H 0.416 4.304 -0.018
H -1.790 1.316 -2.646
H -0.290 1.397 -3.515
H 0.268 2.756 0.827
```

Calculated values
- Gap between HOMO and LUMO: 0.354 hartree
- SMILES: CNC(C)=O.CNC(C)=O
- 2S+1: 1
- Highest occupied orbital energy: -9.05 eV
- Energy: -497.02200 Ha
- Relative energy (zero: lowest compared OMol25 entry of this formula, charge and spin): 0.967 eV


Formula: C7H14N2O5
Source: the OMol25 dataset
Level of theory: wB97M-V/def2-TZVPD

```
28
C7H14N2O5 | the OMol25 dataset | wB97M-V/def2-TZVPD
C 1.495 0.055 1.584
C 1.051 -0.375 0.226
C 0.622 1.192 2.371
C 0.044 2.265 1.406
C -0.824 -0.902 -1.178
C -0.454 0.113 -2.240
C -2.239 -1.520 -1.271
H 3.528 -0.379 2.062
H 3.211 0.844 0.709
H 1.446 -0.852 2.159
H 1.261 1.564 3.171
H -0.759 0.878 3.687
H -0.953 1.960 1.159
H 0.621 2.428 0.482
H 0.128 3.194 1.919
H -1.074 -0.521 0.875
H -0.200 -1.724 -1.592
H -2.011 -2.567 -1.431
H -2.853 -1.173 -2.049
H -3.614 -1.885 0.043
H -0.325 0.353 -4.130
N 2.906 0.382 1.666
N -0.302 -0.595 0.132
O 1.830 -0.506 -0.677
O -0.353 0.355 2.984
O -0.274 1.283 -2.023
O -2.705 -1.444 0.058
O -0.349 -0.386 -3.471
```

Calculated values
- Gap between HOMO and LUMO: 0.339 hartree
- SMILES: C[C@@H](O)[C@H](N)C(=O)N[C@@H](CO)C(=O)O
- 2S+1: 1
- Highest occupied orbital energy: -8.75 eV
- Energy: -760.81105 Ha
- Relative energy (zero: lowest compared OMol25 entry of this formula, charge and spin): 2.015 eV


Formula: C2H4BrN2
Source: the OMol25 dataset
Level of theory: wB97M-V/def2-TZVPD

```
9
C2H4BrN2 | the OMol25 dataset | wB97M-V/def2-TZVPD
C -2.394 -1.003 0.219
C -0.374 0.106 -0.508
N -1.161 -0.818 -0.083
N 0.350 0.986 0.149
Br -3.791 0.226 -0.020
H -2.717 -1.985 0.328
H -0.109 0.103 -1.595
H 1.157 1.274 -0.319
H 0.066 1.068 1.116
```

Calculated values
- Gap between HOMO and LUMO: 0.391 hartree
- SMILES: [NH2+]=C/N=C\Br
- 2S+1: 1
- Highest occupied orbital energy: -15.57 eV
- Energy: -2761.83774 Ha
- Net charge: +1
- Relative energy (zero: lowest compared OMol25 entry of this formula, charge and spin): 0.000 eV